Record 1
Below is a molecular structure, C24H29Cl5N6Pb, with properties calculated with wB97M-V/def2-TZVPD.

Cartesian coordinates (Å):
Pb  0.06785  -0.02148  -0.91223
Cl  2.71391  -0.44151  -3.51319
Cl  -1.09804  4.38136  -4.41335
Cl  2.84405  1.15579  -6.10068
Cl  0.93069  3.53949  -6.60235
Cl  -1.20436  2.89118  -1.75167
N  -2.08399  -0.25722  -1.30937
N  -0.60981  -1.85970  0.65605
N  1.89701  1.58303  -0.11028
N  2.06921  -1.36927  -0.02884
N  -1.01080  0.91575  0.92212
N  0.35285  -2.02418  -2.32350
C  -1.82945  2.04176  4.14722
C  -0.10096  3.01818  -4.17859
C  1.56596  0.84256  -3.74457
C  -1.09294  -0.44955  5.12331
C  -2.29643  1.61190  5.38513
C  -0.98961  1.23453  3.39332
C  2.91860  0.88536  0.69053
C  0.81930  2.64932  -5.15758
C  -2.29225  1.00330  0.69956
C  -0.62534  -0.01287  3.89460
C  0.59753  1.13745  -2.79079
C  -4.21460  -0.46252  -1.99315
C  -0.18423  2.27823  -2.99949
C  -0.48472  1.71952  2.05518
C  1.67380  1.57321  -4.93023
C  -4.22259  0.25863  -0.79866
C  -2.89067  0.36852  -0.39437
C  1.74353  -1.85754  1.32221
C  -2.88388  -0.75110  -2.28025
C  1.12919  -3.08402  -1.65853
C  -1.93469  0.36710  5.87083
C  0.42293  -2.60880  1.38139
C  3.23458  -0.44506  0.03308
C  2.35281  -2.49927  -0.94892
H  3.84614  1.45341  0.77629
H  0.05155  -0.64102  3.32719
H  0.46756  -3.60882  -0.97862
H  0.59975  1.68167  2.03594
H  2.85764  -3.30077  -0.40219
H  4.07132  -0.92270  0.55092
H  -0.78751  2.76068  1.92707
H  1.70104  -0.99910  1.98843
H  -2.92166  1.57413  1.38157
H  2.54157  -2.51316  1.68438
H  -0.53220  -2.37805  -2.67475
H  -2.30247  0.03155  6.83094
H  1.55843  2.41771  0.35750
H  1.49205  -3.82209  -2.37558
H  -5.07817  0.64727  -0.26724
H  -0.79699  -1.41723  5.50825
H  -1.18356  -1.31478  1.29383
H  0.52224  -3.60498  0.96071
H  -2.49002  -1.25322  -3.15243
H  2.53069  0.76249  1.70020
H  -1.23392  -2.47172  0.13959
H  2.28958  1.88341  -0.99946
H  3.55000  -0.25573  -0.99128
H  0.87414  -1.67624  -3.12363
H  -2.93952  2.25579  5.96982
H  0.15570  -2.74557  2.42923
H  3.04809  -2.14599  -1.70165
H  -5.06004  -0.72897  -2.60562
H  -2.11587  3.01997  3.77668

Calculated total energy   -3753.7251 Eh
Energy relative to the best compared isomer or geometry (same formula, charge and spin)   61.01 kJ/mol
Total charge   +2
Frontier orbital gap   6.66 eV
Spin multiplicity   1

=====

Record 2
Below is C24H29ClN4O4S in the gas phase, with properties calculated with wB97M-V/def2-TZVPD.

Cartesian coordinates (Å):
Cl  0.64872  3.53525  -0.31856
S  6.11755  -1.61090  1.34765
O  -3.19223  -3.40786  -0.38873
O  -3.59635  -1.12481  -1.51375
O  -2.51642  0.78139  2.67244
O  -2.89202  2.29783  -1.80488
N  -3.54674  1.34557  0.12303
N  3.79058  -2.01694  0.26689
N  2.55467  -1.68605  -0.11705
N  4.49164  0.21512  0.40318
C  -1.91043  1.78329  1.87590
C  -4.13929  0.31211  0.94146
C  0.06708  -0.98205  -1.19399
C  1.78672  2.35351  -0.86724
C  3.55033  0.79999  -0.47130
C  -1.32532  2.83203  2.80956
C  1.63390  -2.56698  -0.15660
C  2.65874  1.75086  0.03512
C  -3.04457  -4.66744  0.21887
C  -3.39458  1.35823  -1.21243
C  -2.94448  2.39735  0.92067
C  2.65952  2.08311  1.49338
C  -2.06941  -2.67732  -0.64160
C  3.55863  0.46694  -1.82028
C  1.78894  2.03328  -2.21561
C  2.67662  1.08219  -2.68827
C  -0.78197  -3.05528  -0.31431
C  -3.06902  -0.25700  1.89046
C  -2.29174  -1.42756  -1.26752
C  -3.91132  0.15527  -2.01641
C  4.73156  -1.09652  0.60842
C  0.29846  -2.20097  -0.56615
C  -3.65888  -1.30351  2.82329
C  -1.21223  -0.60602  -1.55402
H  -4.45321  -0.86324  3.41974
H  -0.82771  3.60660  2.23389
H  -0.61255  2.36465  3.48291
H  -2.88760  -1.67083  3.49393
H  -4.05250  -5.06900  0.30985
H  -2.44179  -5.34348  -0.39582
H  2.88972  1.19805  2.08210
H  1.81609  -3.60792  0.13726
H  -2.11778  3.27878  3.40362
H  2.68166  0.82703  -3.73631
H  -2.59691  -4.58415  1.21504
H  -5.00515  0.18764  -2.04691
H  -4.05798  -2.12983  2.24220
H  -1.35696  0.34058  -2.04693
H  -4.56177  -0.48456  0.33495
H  4.26019  -0.27044  -2.17848
H  -3.53248  0.27913  -3.03918
H  0.90237  -0.33546  -1.39623
H  1.69139  2.47028  1.79667
H  4.02134  -2.98273  0.51479
H  -2.26669  -0.70750  1.27976
H  -3.72554  2.89919  1.50172
H  1.09456  2.52056  -2.88160
H  -2.47216  3.11040  0.24495
H  5.15372  0.83543  0.84972
H  -1.11023  1.32167  1.26929
H  -4.93331  0.76845  1.54606
H  3.41048  2.84408  1.70887
H  -0.59516  -4.00158  0.16874

Calculated total energy   -2310.3011 Eh
Energy relative to the best compared isomer or geometry (same formula, charge and spin)   0.00 kJ/mol
Frontier orbital gap   8.02 eV
Spin multiplicity   1

=====

Record 3
Below is C24H29F3N4O in the gas phase, with properties calculated with wB97M-V/def2-TZVPD.

Cartesian coordinates (Å):
F  8.61558  -1.30963  1.71300
F  9.54165  -1.58100  -0.20781
F  7.81035  -2.73840  0.32592
O  -2.05118  -1.85490  -2.04184
N  -6.27888  0.07853  0.31430
N  3.90182  0.50609  0.11271
N  -2.31405  0.08248  -0.93506
N  1.11101  0.46900  0.58038
C  -2.55085  1.19827  1.22758
C  5.74525  1.49093  -1.09747
C  -7.47442  0.58770  0.54674
C  -2.79058  -1.04761  -1.50644
C  6.12597  -0.45069  0.24961
C  5.23351  0.52175  -0.21835
C  1.83376  -0.75209  0.28340
C  -4.76380  -1.73792  -0.07730
C  7.94439  0.51749  -1.02167
C  -8.61827  -0.18301  0.68260
C  7.45050  -0.44719  -0.15820
C  -4.29355  -1.26131  -1.46539
C  3.28391  -0.62755  0.76113
C  1.72499  1.56591  -0.14108
C  -3.05767  1.09280  -0.21459
C  7.06768  1.48703  -1.48302
C  -8.49228  -1.55816  0.56631
C  -0.33181  0.35255  0.47273
C  -7.24001  -2.09758  0.32377
C  8.35133  -1.50693  0.40325
C  -1.04735  1.45872  1.25432
C  3.15921  1.72104  0.36296
C  -6.15149  -1.24071  0.20478
C  -0.88890  0.33442  -0.96371
H  5.08965  2.24480  -1.50435
H  8.97800  0.50777  -1.32584
H  -2.76704  0.26790  1.75659
H  3.63773  2.57070  -0.11908
H  -4.72875  -2.82565  -0.02480
H  -7.10570  -3.16409  0.22698
H  -0.67684  1.47851  2.27962
H  -3.08543  2.00313  1.73336
H  -9.35616  -2.20013  0.66170
H  -0.42624  -0.45999  -1.55154
H  1.74827  1.38652  -1.22951
H  -4.53078  -2.01873  -2.21316
H  -4.09623  -1.34135  0.68963
H  3.29379  -0.51062  1.85461
H  -4.80910  -0.34005  -1.73728
H  5.80659  -1.20801  0.94698
H  7.42432  2.24471  -2.16411
H  -2.90165  2.05616  -0.71832
H  1.17646  2.48698  0.05589
H  3.80997  -1.54203  0.48958
H  -7.51158  1.66679  0.62671
H  -9.57484  0.27807  0.87142
H  -4.12386  0.87309  -0.20600
H  -0.84499  2.43094  0.80161
H  1.35926  -1.58422  0.80631
H  -0.59405  -0.60543  0.93822
H  -0.70907  1.30057  -1.44907
H  3.12332  1.90985  1.44690
H  1.83913  -0.97626  -0.79657

Calculated total energy   -1525.8478 Eh
Energy relative to the best compared isomer or geometry (same formula, charge and spin)   8.98 kJ/mol
Frontier orbital gap   8.65 eV
Spin multiplicity   1

=====

Record 4
Below is a molecular structure, C24H29F6I3OSbSiTi, with properties calculated with wB97M-V/def2-TZVPD.

Cartesian coordinates (Å):
I  0.43068  -2.66824  -3.27206
I  4.32802  0.14396  1.18563
I  1.94165  -1.91861  0.33266
Sb  1.01917  2.91612  -1.99636
Ti  0.10054  -0.02105  -0.55701
Si  -2.77756  -1.91105  -0.38864
F  2.74352  3.55208  -2.23962
F  0.88621  3.70727  -0.30957
F  -0.59456  1.83812  -1.59611
F  1.10471  1.96650  -3.60681
F  0.00435  4.26910  -2.76388
F  1.68606  1.30160  -1.05604
O  -1.38892  -0.97877  -0.36321
C  -3.12583  -2.24132  -2.20702
C  -1.91629  -3.00436  2.01712
C  -5.26884  -1.22262  0.94398
C  -4.15130  -0.78834  0.22676
C  -3.00324  -1.16988  -3.09996
C  0.61354  1.19992  1.84312
C  -3.73281  -3.64386  -4.09446
C  -5.12890  1.43890  0.19587
C  -1.79388  1.26610  2.05169
C  0.64862  0.21331  2.83169
C  -3.57572  -2.57435  -4.96244
C  -3.64673  -4.37670  0.85453
C  -1.76375  0.29429  3.03864
C  -6.28950  -0.34809  1.29444
C  -2.43267  -3.45902  0.64393
C  -3.50999  -3.47556  -2.73378
C  -6.22090  0.98583  0.92317
C  -3.03932  -0.15752  3.69316
C  -0.61995  1.71798  1.44864
C  -3.21595  -1.33038  -4.46079
C  -4.11145  0.56046  -0.14417
C  -1.31597  -4.26983  -0.03243
C  -0.52318  -0.23098  3.41319
C  0.52537  -0.71755  -2.79511
H  -7.14056  -0.71277  1.85565
H  -0.40653  -3.67707  -0.14940
H  -1.63962  -3.88123  2.61219
H  -5.06949  2.47743  -0.10543
H  -2.74275  1.70189  1.76539
H  -2.68074  -2.45337  2.57167
H  -3.58154  0.69394  4.10733
H  -0.48203  -0.99288  4.18305
H  -3.30466  -5.32171  1.28890
H  -4.36305  -3.95168  1.55493
H  -2.84482  -0.86422  4.49912
H  -1.60569  -4.65262  -1.01069
H  -4.02750  -4.61333  -4.47630
H  -5.36173  -2.25775  1.23607
H  -3.10639  -0.48550  -5.12921
H  -2.72824  -0.18698  -2.73195
H  -1.06296  -5.12806  0.59899
H  -1.03150  -2.37148  1.92808
H  -4.17776  -4.61547  -0.06960
H  -0.23806  -0.12608  -3.28964
H  1.54056  1.60978  1.45953
H  -0.66741  2.55321  0.76579
H  1.54280  -0.34279  -2.77934
H  1.60391  -0.18979  3.14062
H  -3.63823  -4.33058  -2.08289
H  -3.70006  -0.63359  2.96498
H  -3.26058  0.94223  -0.69827
H  -3.74257  -2.70535  -6.02393
H  -7.01600  1.66853  1.19428

Calculated total energy   -3878.9359 Eh
Energy relative to the best compared isomer or geometry (same formula, charge and spin)   0.00 kJ/mol
<S²>   3.76
Frontier orbital gap (alpha / beta)   7.55 / 5.55 eV
Spin multiplicity   4

=====

Q: What is the formula in the first record?
A: C24H29Cl5N6Pb